Below is a 11-piece molecular cluster, C64H153N11O11 overall at a distorted geometry, with properties calculated with ωB97M-V/def2-TZVPD.

The geometry in ORCA input format:
```
! RIJCOSX wB97M-V def2-TZVPD def2/J DEFGRID3
* xyz 1 2
C 2.019 2.634 3.468
C 1.416 1.585 4.390
C 0.027 1.985 4.762
O 0.095 3.101 5.646
C -1.064 3.438 6.381
N 1.408 0.217 3.762
H 1.795 3.617 3.880
H 1.482 2.558 2.522
H 3.081 2.539 3.241
H 2.031 1.533 5.289
H -0.445 1.171 5.313
H -0.658 2.192 3.940
H -1.944 3.430 5.737
H -0.896 4.331 6.983
H -1.235 2.643 7.107
H 0.752 -0.435 4.167
H 2.302 -0.252 3.717
C -3.051 0.238 3.777
C -4.239 -0.792 3.738
C -5.117 -0.899 5.008
O -4.396 -1.397 6.061
C -4.529 -0.761 7.345
N -5.046 -0.628 2.537
H -2.312 -0.099 4.504
H -3.334 1.268 3.995
H -2.543 0.331 2.817
H -3.800 -1.788 3.674
H -5.949 -1.590 5.143
H -5.569 0.086 5.122
H -4.376 0.313 7.244
H -3.900 -1.122 8.159
H -5.559 -0.910 7.670
H -4.482 -1.073 1.827
H -5.958 -1.062 2.553
C -0.022 6.682 4.102
C 0.324 6.204 2.724
C -0.862 5.431 2.024
O -0.447 4.924 0.735
C -1.459 4.074 0.154
N 0.752 7.339 1.922
H -0.787 7.454 4.185
H 0.826 7.199 4.551
H -0.515 5.986 4.781
H 1.066 5.407 2.706
H -1.734 6.067 1.872
H -1.143 4.539 2.585
H -1.618 3.218 0.811
H -1.119 3.745 -0.828
H -2.412 4.571 -0.028
H 0.017 8.032 1.914
H 0.825 6.971 0.984
C -2.170 -3.824 -1.003
C -3.181 -3.489 0.062
C -4.684 -3.211 -0.364
O -5.509 -2.790 0.707
C -6.785 -2.589 0.292
N -3.186 -4.646 0.955
H -1.268 -4.320 -0.645
H -1.995 -2.932 -1.604
H -2.604 -4.562 -1.679
H -2.806 -2.615 0.594
H -5.130 -4.070 -0.865
H -4.590 -2.441 -1.130
H -7.007 -1.782 -0.406
H -7.404 -2.311 1.145
H -7.406 -3.445 0.029
H -3.691 -5.431 0.569
H -3.713 -4.377 1.774
C 1.199 -1.038 0.195
C 0.458 0.240 0.185
C -0.397 0.423 -1.067
O 0.547 0.402 -2.206
C 0.950 1.669 -2.598
N -0.433 0.300 1.371
H 1.866 -1.250 -0.641
H 0.528 -1.878 0.372
H 1.873 -1.134 1.046
H 1.167 1.068 0.224
H -1.008 1.304 -0.872
H -1.140 -0.362 -1.205
H 0.146 2.310 -2.959
H 1.769 1.744 -3.313
H 1.381 2.216 -1.760
H 0.217 0.522 2.112
H -1.152 0.995 1.228
C 6.418 3.406 -4.413
C 5.273 3.219 -5.328
C 4.018 4.155 -5.334
O 3.367 4.142 -4.054
C 2.226 4.947 -4.159
N 5.851 3.184 -6.638
H 7.315 2.870 -4.724
H 6.056 3.181 -3.410
H 6.757 4.439 -4.329
H 4.883 2.203 -5.267
H 3.310 3.935 -6.133
H 4.281 5.191 -5.549
H 1.591 4.873 -3.276
H 1.477 4.776 -4.932
H 2.474 6.004 -4.258
H 5.263 2.686 -7.292
H 6.667 2.590 -6.631
C -6.361 2.131 0.179
C -5.111 2.735 0.737
C -5.357 3.273 2.133
O -4.198 3.876 2.643
C -4.252 4.509 3.906
N -4.106 1.690 0.748
H -7.120 2.913 0.156
H -6.672 1.233 0.714
H -6.216 1.807 -0.851
H -4.584 3.473 0.132
H -5.740 2.459 2.749
H -6.080 4.089 2.109
H -3.230 4.816 4.130
H -4.479 3.755 4.660
H -4.917 5.367 4.000
H -4.477 0.981 1.365
H -3.380 2.107 1.313
C 6.488 -1.100 3.391
C 6.277 0.402 3.028
C 7.662 1.016 2.635
C 8.113 0.667 1.201
C 7.101 1.182 0.247
C 5.648 0.666 0.507
N 5.304 0.554 1.940
O 4.052 -0.025 2.248
C 4.773 1.694 -0.153
C 5.546 -0.755 -0.132
C 5.850 1.226 4.321
H 7.117 -1.212 4.275
H 6.841 -1.454 2.423
H 5.622 -1.748 3.530
H 7.711 2.089 2.819
H 8.399 0.540 3.282
H 8.227 -0.417 1.233
H 9.045 1.162 0.929
H 7.464 0.745 -0.684
H 7.134 2.261 0.098
H 3.726 1.399 -0.089
H 4.820 2.599 0.453
H 5.067 1.969 -1.166
H 4.568 -1.235 -0.177
H 6.005 -0.785 -1.120
H 6.179 -1.436 0.437
H 5.521 2.251 4.151
H 6.611 1.341 5.092
H 5.023 0.737 4.836
H 3.559 0.742 2.546
C 1.318 -6.499 -0.206
C 1.471 -6.196 1.334
C 2.819 -5.462 1.551
C 3.167 -4.827 2.879
C 1.964 -3.876 3.066
C 0.575 -4.606 3.106
N 0.371 -5.322 1.804
O -0.829 -5.931 1.809
C 0.438 -5.453 4.432
C -0.534 -3.492 3.208
C 1.628 -7.607 2.083
H 0.273 -6.671 -0.463
H 1.897 -7.367 -0.521
H 1.671 -5.580 -0.675
H 3.661 -6.124 1.353
H 2.913 -4.686 0.791
H 4.118 -4.301 2.806
H 3.330 -5.568 3.662
H 1.907 -3.136 2.268
H 2.196 -3.474 4.052
H -0.606 -5.710 4.610
H 1.000 -6.379 4.314
H 0.748 -4.957 5.352
H -1.512 -3.960 3.324
H -0.384 -2.747 3.989
H -0.636 -2.929 2.280
H 2.251 -7.483 2.968
H 2.283 -8.242 1.486
H 0.728 -8.177 2.316
H -1.432 -5.237 1.535
C -2.950 3.968 -4.455
C -4.256 3.436 -3.829
C -5.268 3.118 -4.982
C -5.085 1.752 -5.629
C -5.017 0.556 -4.641
C -3.961 0.847 -3.499
N -4.029 2.219 -2.994
O -3.187 2.395 -1.918
C -4.170 -0.224 -2.485
C -2.482 0.612 -4.169
C -5.038 4.602 -2.990
H -2.177 4.112 -3.700
H -3.043 4.994 -4.811
H -2.688 3.326 -5.296
H -6.245 2.974 -4.521
H -5.134 3.818 -5.808
H -4.162 1.940 -6.177
H -5.847 1.569 -6.386
H -4.717 -0.326 -5.206
H -5.969 0.294 -4.180
H -4.982 -0.080 -1.773
H -4.342 -1.171 -2.996
H -3.377 -0.526 -1.800
H -1.731 1.028 -3.498
H -2.325 -0.438 -4.416
H -2.277 1.243 -5.034
H -5.828 4.189 -2.362
H -5.525 5.341 -3.626
H -4.233 4.990 -2.366
H -3.711 1.854 -1.324
C 3.228 -3.715 -3.066
C 2.568 -2.823 -4.141
C 3.193 -3.149 -5.537
C 2.647 -4.424 -6.099
C 1.105 -4.429 -6.096
C 0.371 -3.983 -4.802
N 1.104 -2.857 -4.164
O 0.554 -2.478 -2.947
C -1.046 -3.465 -5.161
C 0.260 -5.182 -3.854
C 2.916 -1.320 -3.799
H 2.834 -3.497 -2.073
H 4.276 -3.531 -2.829
H 3.072 -4.782 -3.224
H 2.986 -2.430 -6.330
H 4.268 -3.179 -5.358
H 3.005 -5.363 -5.677
H 3.055 -4.565 -7.101
H 0.977 -5.492 -6.297
H 0.658 -3.902 -6.939
H -1.567 -3.020 -4.314
H -0.988 -2.798 -6.021
H -1.686 -4.297 -5.453
H -0.409 -5.886 -4.350
H 1.190 -5.742 -3.758
H -0.065 -4.890 -2.856
H 2.437 -0.520 -4.364
H 3.979 -1.179 -3.604
H 2.662 -1.015 -2.784
H 0.438 -1.532 -3.063
*
```

Values from the calculation:
Kohn-Sham gap (spin up / spin down), Ha: 0.2636 / 0.1117
F_max, eV/A: 4.08
Lowest unoccupied orbital energy (spin up / spin down), eV: -1.86 / -6.00
E_HOMO (spin up / spin down), eV: -9.04 / -9.04